Below is a molecular structure, C18H34NO3Sm, with properties calculated with ωB97M-V/def2-TZVPD.

Geometry as XYZ:
```
57
Properties=species:S:1:pos:R:3:forces:R:3:mulliken_charge:R:1
C 2.00805 2.02726 3.15495 1.270 0.378 0.168 -0.23
C 2.23898 3.43955 2.39873 -0.772 -0.951 -0.600 -0.50
C 0.89466 4.10843 1.84119 0.908 6.027 1.102 0.39
O 0.78634 5.36004 1.89286 0.042 -5.775 -0.295 -0.49
O -0.23807 3.39371 1.30444 1.361 -1.089 -0.041 -0.23
C 0.13634 2.56191 0.15584 -0.538 -0.574 -0.296 -0.82
C -0.54808 1.13035 0.42072 1.613 -0.218 -0.626 -0.37
C -0.32338 0.06476 -0.79812 -0.089 -0.503 0.237 3.05
C -0.74315 0.64029 -2.23800 0.113 0.127 -1.379 -0.59
C -0.19685 -0.26670 -3.48624 -0.483 -0.146 0.774 -0.97
C -2.32302 0.80585 -2.47167 -0.165 0.560 -0.584 -0.67
C -3.03247 1.96205 -1.60090 -0.323 -0.746 0.201 -0.57
C -1.24673 -1.22522 -0.50061 0.259 0.396 -0.510 -2.29
C -0.79910 -2.14421 0.74787 -3.225 -1.894 0.571 0.14
C -1.37191 -3.65031 0.43592 -0.752 0.505 -0.810 -1.14
C -1.60934 -1.66792 2.08548 0.599 -0.652 -0.553 -0.39
N 0.66596 -2.24999 0.97918 -0.465 7.523 2.132 1.09
O 1.04692 -1.70778 2.06019 -0.857 -3.374 -3.072 -0.35
C 1.50071 -1.87349 -0.20239 4.773 -1.528 -2.330 0.71
C 1.45834 -2.95817 -1.41745 -1.172 -0.712 1.132 -1.19
C 3.05290 -1.91124 0.32126 0.322 0.071 -0.143 -1.18
C 1.26667 -0.34238 -0.70223 -1.110 0.711 1.398 -1.16
H 2.46378 1.19447 2.50195 -1.038 1.020 1.060 -0.12
H 0.91844 1.82248 3.44266 1.423 0.240 -0.412 -0.02
H 2.64659 2.04853 4.11988 -1.261 -0.170 -1.522 0.44
H 2.76093 4.21946 3.05868 -1.060 -1.123 -1.140 0.32
H 2.90411 3.21903 1.49137 -0.809 0.589 1.293 0.34
H 1.27061 2.42608 0.03283 -1.674 0.220 0.426 0.38
H -0.23798 3.09242 -0.78240 0.412 -0.864 1.317 0.35
H 0.02536 0.67906 1.32641 -1.083 0.802 -1.023 0.36
H -1.66668 1.24320 0.69985 2.100 -0.253 -2.440 -0.40
H -0.25983 1.67971 -2.41085 -0.782 -1.626 0.500 0.20
H -0.74387 0.08526 -4.42258 0.985 -0.445 1.235 0.47
H -0.50104 -1.37081 -3.32769 0.614 1.711 -0.368 0.16
H 0.93488 -0.17591 -3.62826 -1.698 -0.204 0.115 0.30
H -2.45218 1.11423 -3.58067 0.314 -0.539 1.872 0.54
H -2.91858 -0.18383 -2.38103 1.136 1.544 -0.072 0.24
H -3.70392 1.42533 -0.81439 0.818 0.994 -0.920 -0.02
H -3.72334 2.57569 -2.26907 0.900 -0.773 1.129 0.41
H -2.30329 2.66626 -1.06666 -1.013 -0.919 -0.919 0.14
H -1.37640 -1.89772 -1.42869 0.387 1.232 1.454 0.43
H -2.30879 -0.83176 -0.25131 1.652 -0.867 -0.337 0.70
H -1.02739 -4.00062 -0.61148 -0.319 0.455 1.947 0.37
H -2.51767 -3.51261 0.33352 1.860 -0.377 0.344 0.37
H -1.13147 -4.39645 1.26406 -0.267 1.045 -1.193 0.34
H -1.25300 -0.64901 2.49167 0.166 -1.656 -0.304 -0.44
H -1.45670 -2.51079 2.85561 -0.573 1.739 -0.774 0.46
H -2.70764 -1.54093 1.77673 1.457 -0.680 0.446 0.39
H 1.34578 -3.98674 -0.90025 0.386 1.480 -1.034 0.36
H 2.43857 -2.96481 -2.00633 -1.602 0.282 0.864 0.41
H 0.53059 -2.83030 -2.08080 1.639 -0.098 0.810 0.14
H 3.26794 -2.91281 0.84260 -0.368 1.582 -0.612 0.42
H 3.78933 -1.85936 -0.56495 -1.464 -0.008 1.249 0.41
H 3.29729 -1.01519 1.00301 -0.450 -1.607 -0.899 0.22
H 1.84064 -0.12821 -1.66371 -0.837 -0.858 1.248 0.48
H 1.76207 0.31717 0.11349 -0.752 -1.099 -1.311 -0.06
Sm -2.53089 1.46270 2.45578 -0.511 1.099 1.497 1.65
```
Positions in Å, forces in eV/Å.

Computed properties:
LUMO level (alpha / beta), eV: -12.880 / -12.878
<S²>: 12.01
Charge: +3
HOMO energy (alpha / beta), eV: -18.411 / -18.414
Spin multiplicity: 7

Below is a molecular structure, C18H34O19S4Ti3, with properties calculated with ωB97M-V/def2-TZVPD.

Geometry as XYZ:
```
78
Properties=species:S:1:pos:R:3:forces:R:3:mulliken_charge:R:1
Ti -0.10823 -3.56893 0.18038 0.268 0.666 0.013 0.41
Ti -1.14984 -1.05575 -2.37813 -0.005 -0.064 0.118 0.09
Ti 2.13945 -1.47842 -2.15848 -0.222 -0.285 -0.180 0.25
S 0.49067 -0.55645 -0.08592 1.523 1.502 1.278 1.26
O 0.60922 -0.00174 -1.46441 -0.690 0.483 -0.812 -0.31
O -0.72410 -1.41959 -0.06418 -0.750 -1.263 -0.550 -0.33
O 1.71411 -1.40342 0.01149 -0.153 -1.084 0.420 -0.33
O 0.41871 0.44748 0.93858 -0.065 -0.077 -0.272 -0.44
C 1.78330 2.91243 -1.15075 1.081 0.329 -0.064 0.92
C 3.07457 2.81258 -0.32191 -0.289 -0.273 -0.325 -0.18
O 3.70604 4.06779 -0.54437 -0.133 0.074 0.043 -0.36
C 2.82200 4.94213 -1.08396 0.041 -0.056 0.193 0.54
O 3.04503 6.07721 -1.32366 0.008 0.079 -0.016 -0.50
O 1.62845 4.32804 -1.30166 -0.368 -0.174 0.093 -0.39
H 0.93849 2.45376 -0.65213 -0.186 0.114 -0.168 -0.59
H 1.97977 2.50507 -2.14431 -0.423 -0.217 0.017 0.00
H 3.73404 2.03985 -0.71212 0.010 -0.082 0.199 0.27
H 2.86218 2.64327 0.73406 0.187 0.191 0.065 0.23
C -1.97125 3.16930 -0.57080 0.602 -0.058 -0.316 0.56
C -1.42392 4.20861 0.40200 0.440 0.021 -0.818 0.06
O -2.59812 4.89506 0.81243 -0.072 -0.392 0.390 -0.39
C -3.68321 4.11941 0.56245 0.035 0.346 -0.184 0.55
O -4.78098 4.35441 0.93480 -0.091 -0.140 0.082 -0.51
O -3.34491 3.05445 -0.21937 0.119 -0.040 0.284 -0.40
H -1.45307 2.21547 -0.48408 -0.231 -0.157 0.112 -0.75
H -1.88133 3.47756 -1.61364 -0.144 0.142 0.035 0.39
H -0.74990 4.90422 -0.09486 -0.095 0.094 0.035 0.32
H -0.85639 3.74564 1.21313 -0.436 0.113 0.375 0.11
C -1.54386 1.36682 3.84192 -0.373 -0.122 0.093 -0.45
C -2.31941 1.04190 2.55438 0.908 0.186 0.277 0.68
O -2.43720 -0.38525 2.60468 -0.118 0.039 -0.167 -0.33
C -1.56225 -0.88437 3.50925 -0.475 0.387 0.505 0.61
O -1.39843 -2.04281 3.71711 0.270 -0.399 -0.476 -0.55
O -0.97345 0.10062 4.20359 0.131 0.104 -0.205 -0.32
H -2.20093 1.69511 4.64766 0.059 -0.044 0.035 0.29
H -0.74191 2.08763 3.71319 0.021 -0.014 -0.088 0.31
H -1.68926 1.29578 1.70288 -0.267 0.007 -0.200 -0.61
H -3.29239 1.51815 2.50395 -0.121 -0.149 -0.037 0.42
C 2.19887 -1.52658 3.10590 -0.462 -0.144 0.386 0.93
C 2.91254 -0.16741 3.15276 -0.263 -0.675 -0.348 0.18
O 2.82553 0.19511 4.51876 0.176 0.251 0.023 -0.39
C 2.51393 -0.88602 5.27279 -0.367 -0.243 -0.304 0.60
O 2.57176 -0.93216 6.44985 0.013 0.063 0.336 -0.51
O 2.09095 -1.90767 4.48081 0.531 0.173 -0.065 -0.41
H 2.73888 -2.30347 2.56802 0.068 0.078 -0.012 -0.20
H 1.17712 -1.46443 2.72708 0.091 0.115 -0.124 -0.46
H 2.39478 0.54686 2.51889 0.090 0.214 0.141 -0.11
H 3.95800 -0.26331 2.85845 0.050 0.154 0.042 0.28
C -2.99199 0.83127 -5.16600 -0.155 -0.172 0.194 -0.89
S -1.66427 1.65334 -4.28602 -0.284 0.172 0.035 0.43
O -1.66490 1.00604 -2.89871 0.149 -0.520 -0.389 0.02
C -0.24502 0.97117 -5.14310 0.130 0.123 0.627 -0.69
H -3.31756 1.43590 -6.00956 0.164 -0.052 -0.120 0.43
H -3.81669 0.76146 -4.45607 0.011 0.170 0.019 0.23
H -2.70827 -0.18215 -5.44953 0.068 0.069 -0.136 0.30
H -0.30082 -0.11786 -5.09938 0.024 0.001 -0.236 0.21
H 0.60481 1.30756 -4.54582 0.042 -0.045 -0.093 0.11
H -0.14746 1.37538 -6.14753 -0.217 -0.066 -0.086 0.45
C -3.83931 -0.93123 -0.74750 -0.088 0.791 0.228 -0.74
S -4.29436 -1.53053 -2.37233 -0.299 0.216 0.626 0.58
O -3.00066 -2.07536 -2.96954 0.378 0.051 0.180 -0.71
C -5.25546 -2.91435 -1.76121 0.682 -0.763 -0.655 -1.06
H -3.17868 -0.06384 -0.85861 0.014 -0.079 -0.119 -0.13
H -3.36990 -1.67747 -0.10935 -0.016 -0.193 -0.199 0.34
H -4.73203 -0.53793 -0.25515 -0.064 -0.123 -0.074 0.64
H -6.06800 -2.53903 -1.14801 -0.058 0.003 0.000 0.41
H -4.57765 -3.58419 -1.22825 -0.070 0.239 0.324 0.30
H -5.60350 -3.50117 -2.61154 -0.295 0.298 -0.049 0.39
C 4.36133 -3.76431 0.44615 -0.688 0.280 0.080 -0.42
S 3.73076 -5.44047 0.23509 0.205 -0.111 0.168 0.55
O 3.79183 -5.70922 -1.22504 -0.153 0.063 -0.040 -0.63
C 5.14925 -6.25663 0.98018 0.546 0.148 -0.131 -0.99
H 5.10430 -3.56493 -0.32374 0.214 -0.179 0.130 0.47
H 4.71180 -3.58867 1.46239 0.202 -0.094 -0.049 0.39
H 3.49995 -3.10987 0.28303 0.104 0.043 -0.045 -0.39
H 5.18562 -6.11826 2.06018 -0.205 0.079 -0.006 0.35
H 6.02710 -5.79098 0.52680 0.044 -0.117 0.040 0.31
H 5.16572 -7.31755 0.74567 -0.315 -0.006 -0.079 0.34
```
Positions in Å, forces in eV/Å.

Computed properties:
LUMO level (alpha / beta), eV: -3.334 / -4.034
<S²>: 24.75
Charge: +1
HOMO energy (alpha / beta), eV: -8.676 / -11.618
Spin multiplicity: 10

Below is 2 unconnected molecules or ions with the total composition C18H35BClF3N4O6, with properties calculated with ωB97M-V/def2-TZVPD.

Geometry as XYZ:
```
68
Properties=species:S:1:pos:R:3:forces:R:3:mulliken_charge:R:1
C -1.56892 0.77999 0.06818 0.440 0.405 0.284 -0.62
C -0.40443 1.20255 1.12443 -2.859 -0.411 -0.914 0.04
O 0.25567 -0.02770 1.54282 3.018 0.448 -0.689 -0.50
B 1.69072 0.04027 1.28972 -1.562 1.234 2.461 1.24
O 2.46884 0.67060 2.30716 -1.326 -1.364 -1.612 -0.81
C 2.20871 -0.66136 -0.07143 -2.986 -1.575 -0.423 -0.94
C 2.88532 -2.13013 0.13845 4.627 -2.048 -0.728 0.77
N 3.74771 -2.36187 1.33217 -0.942 0.617 0.024 -0.46
N 2.05887 -3.32722 -0.19574 -3.495 3.491 1.436 -0.39
C 0.93615 -3.38516 0.51843 -0.649 -0.695 -0.805 0.68
C -0.46364 -3.29168 -0.29068 -0.220 -1.437 0.882 -0.71
C 0.82397 -3.56821 2.09791 0.664 0.862 0.096 -1.20
C 4.00411 -2.18233 -1.07828 -1.584 -0.136 -0.479 -1.29
C 3.52830 -0.96021 -2.00953 3.434 -1.127 -2.722 0.14
C 2.78792 -1.44761 -3.32430 -0.783 -0.299 -0.755 -0.94
C 1.26289 -1.88251 -3.19371 -0.794 -2.946 -0.223 0.10
O 0.88365 -3.08152 -3.22304 1.605 4.637 -0.022 -0.46
N 2.95422 0.15813 -1.13175 0.988 -3.025 1.389 1.01
Cl 4.42645 0.52437 -0.21659 0.137 1.579 0.010 0.00
C 2.20343 1.27203 -1.77013 -1.521 2.427 -0.982 -0.21
C 2.85732 2.73546 -1.70606 -0.958 0.794 -1.319 -0.24
O 4.15930 2.83424 -2.37094 -1.016 -1.026 0.436 -0.56
C 2.80998 3.46461 -0.27534 0.274 0.629 0.798 -0.27
N 4.11788 3.80227 0.32651 -0.628 -0.268 -0.180 -0.55
H -1.86742 1.71982 -0.52970 0.212 -1.657 0.843 0.33
H -2.49554 0.35902 0.59021 1.266 0.814 -0.693 0.20
H -1.17189 -0.05890 -0.60695 -0.423 1.304 0.711 -0.07
H -0.95946 1.61554 2.03570 1.226 -0.135 -1.270 0.41
H 0.26769 1.95997 0.60070 -0.560 -0.889 1.063 -0.13
H 1.87600 0.80878 3.08075 0.460 0.051 -0.706 0.33
H 1.23497 -0.91853 -0.61254 1.080 0.419 0.572 -0.10
H 3.23857 -2.30209 2.22173 0.535 0.155 -0.475 0.22
H 4.60659 -1.80178 1.32452 -0.790 -0.136 0.276 0.32
H -0.45634 -2.48071 -1.08646 0.261 -1.120 1.133 0.02
H -1.35647 -3.12995 0.42290 1.553 -0.122 -0.979 0.33
H -0.68445 -4.30007 -0.81052 0.503 1.574 0.635 0.31
H 0.50730 -2.54723 2.53843 0.371 -1.554 -0.507 0.21
H 1.82579 -3.90749 2.55993 -1.538 0.672 -0.920 0.35
H 0.05173 -4.34031 2.42524 0.789 1.115 -0.866 0.42
H 3.84133 -3.17436 -1.63751 -0.033 1.717 0.849 0.49
H 5.10468 -2.23399 -0.76655 -1.696 0.820 -0.251 0.17
H 4.50400 -0.49824 -2.42518 -1.645 -0.538 0.502 0.43
H 3.35657 -2.37007 -3.72172 -0.823 1.463 0.913 0.48
H 2.87384 -0.66828 -4.17434 -0.300 -0.982 1.455 0.44
H 0.47913 -1.03191 -3.12128 0.998 -1.062 0.012 0.28
H 1.15381 1.38349 -1.29553 1.778 -0.480 -0.441 -0.13
H 1.96705 1.10659 -2.89023 0.838 -0.479 1.849 0.40
H 2.17241 3.38019 -2.38486 0.572 -1.326 1.174 0.43
H 4.09600 2.40371 -3.25958 -0.078 0.682 1.059 0.34
H 2.22341 2.87668 0.52820 0.913 0.645 -1.517 -0.17
H 2.23299 4.46050 -0.37872 0.836 -1.667 -0.161 0.36
H 4.78076 4.22468 -0.32936 -0.383 -0.488 0.394 0.28
H 4.52386 3.04771 0.88575 -0.148 0.502 -0.618 0.22
C -6.82064 1.18343 3.14350 -0.149 0.424 0.118 -1.19
C -5.55640 0.76923 2.41095 0.042 -0.418 -0.052 -0.14
O -5.79852 0.13954 1.16558 -0.704 -0.445 0.553 -0.35
C -6.07955 0.96851 -0.00290 1.544 1.243 -0.211 0.14
O -5.16190 1.89931 -0.15829 -0.665 -0.129 -0.254 -0.86
C -7.54728 1.53003 -0.03162 0.143 -0.403 0.500 0.75
F -8.43415 0.61038 0.44334 -0.132 0.123 -0.047 -0.29
F -7.95094 1.79482 -1.29944 0.262 0.016 0.213 -0.29
F -7.74878 2.65671 0.68151 0.008 -0.046 -0.282 -0.27
H -7.60503 0.43054 3.03765 0.135 -0.021 0.022 0.25
H -6.61189 1.33274 4.20761 0.028 -0.074 0.004 0.42
H -7.20696 2.12750 2.76194 -0.031 -0.096 0.022 0.24
H -5.06051 0.00734 3.02407 0.042 -0.110 -0.128 0.30
H -4.84704 1.59921 2.33230 -0.147 0.138 -0.301 0.24
H -6.13173 0.19095 -0.78753 -0.011 -0.266 -0.154 0.07
```
Positions in Å, forces in eV/Å.

Computed properties:
LUMO level, eV: -2.571
Charge: 0
HOMO energy, eV: -5.459

Below is a molecular structure, C18H35Cl3KN2P, with properties calculated with ωB97M-V/def2-TZVPD.

Geometry as XYZ:
```
60
Properties=species:S:1:pos:R:3:forces:R:3:mulliken_charge:R:1
C 1.01781 -3.74932 1.23181 -0.002 -0.293 0.155 -1.26
C -0.14665 -4.45020 0.52441 0.452 0.315 -0.443 -0.35
C -0.70626 -3.61549 -0.66220 0.088 0.190 0.890 -0.79
C -2.14412 -3.12237 -0.44115 -0.004 0.171 -0.291 -1.56
C -2.23724 -1.74521 0.24206 0.373 -0.177 0.165 0.42
C -2.69461 -1.80232 1.70275 0.350 -0.066 0.039 -0.68
C -2.88980 -0.42027 2.38838 -0.468 -0.237 -0.246 -0.99
C -2.65463 0.79302 1.48525 0.239 0.412 0.453 -0.83
C -1.16263 1.08567 1.21943 -0.161 -0.433 -0.344 -0.30
P -0.67225 2.74946 1.82649 0.228 -0.138 0.058 -0.21
N 0.96399 2.82595 1.60217 -0.439 1.243 -0.433 -0.15
C 1.72997 3.55012 0.88273 0.360 -0.759 0.193 0.59
C 2.06053 3.19355 -0.54061 -0.009 0.182 0.022 -0.90
C 2.37434 4.78767 1.45943 0.100 -0.165 0.080 -1.20
H 1.79544 -3.46483 0.51660 -0.096 0.147 0.063 0.37
H 1.48552 -4.42385 1.95399 -0.078 0.109 0.043 0.41
H 0.68562 -2.85788 1.76754 0.046 0.007 -0.139 0.21
H -0.94623 -4.69200 1.22595 0.079 -0.134 -0.078 0.30
H 0.26340 -5.39659 0.14067 -0.258 -0.232 0.394 0.31
H -0.00773 -2.77988 -0.79024 -0.277 0.098 -0.262 0.67
H -0.65465 -4.18069 -1.58841 -0.961 0.592 0.212 0.54
H -2.67771 -3.87436 0.15082 -0.079 0.038 -0.155 0.53
H -2.64091 -3.05525 -1.41409 -0.028 -0.073 0.093 0.37
H -1.23242 -1.31312 0.23248 -0.150 0.162 -0.135 0.02
H -2.86494 -1.08428 -0.35437 -0.078 -0.104 0.106 0.13
H -1.92805 -2.36628 2.25100 -0.113 -0.010 0.016 0.04
H -3.60423 -2.40811 1.77570 -0.021 0.156 -0.029 0.44
H -3.92007 -0.37260 2.75649 0.079 0.009 0.012 0.33
H -2.25495 -0.35047 3.27631 0.034 0.078 -0.124 0.40
H -3.08730 1.66736 1.99349 -0.039 -0.092 -0.024 0.63
H -3.21050 0.71108 0.54897 0.012 -0.049 0.085 0.24
H -0.95470 1.10396 0.14343 0.002 0.026 0.073 0.19
H -0.52363 0.29253 1.62134 -0.008 0.137 0.118 0.30
H -0.79277 2.49114 3.22101 0.006 -0.219 -0.002 -0.03
H 2.94686 2.54634 -0.57260 -0.108 -0.020 -0.018 0.21
H 1.23839 2.64625 -1.00370 0.111 -0.032 0.033 0.22
H 2.30017 4.08693 -1.12377 -0.039 -0.080 0.014 0.36
H 1.57257 5.52981 1.56642 0.141 0.019 -0.037 0.30
H 3.17489 5.18761 0.83580 -0.111 0.023 0.007 0.36
H 2.76231 4.58041 2.45772 -0.084 0.017 -0.033 0.34
K 0.71710 -5.51578 -2.22322 1.114 -0.607 -0.664 0.99
Cl 5.57981 0.15921 -0.54038 0.137 0.163 0.334 -0.12
C 6.48191 0.71411 0.89456 0.046 -0.147 -0.108 -0.54
C 7.04012 2.10346 0.70963 -0.025 0.062 0.135 -0.32
Cl 8.35711 2.15257 -0.49674 -0.003 -0.002 0.003 -0.20
H 7.28478 0.01084 1.11075 -0.006 -0.012 -0.013 0.35
H 5.78368 0.71653 1.73226 0.033 0.064 0.024 0.26
H 7.46401 2.46875 1.64446 0.005 -0.018 -0.005 0.31
H 6.26811 2.79230 0.37661 -0.002 -0.009 -0.069 0.20
Cl 3.63350 -0.19363 -2.75729 -0.435 -0.313 -0.169 -0.92
N -4.36406 1.63527 -3.52057 -0.025 -0.013 0.016 0.02
C -4.65790 0.57451 -4.33211 0.006 0.009 0.002 -0.44
C -3.81225 -0.45162 -4.00197 -0.029 0.013 0.026 -0.78
C -2.97764 0.01201 -2.94803 -0.038 -0.027 0.026 0.01
C -3.34417 1.30275 -2.67303 -0.008 0.005 0.022 -0.82
H -4.82451 2.52664 -3.54570 0.018 -0.018 -0.002 0.19
H -5.43700 0.63923 -5.07231 0.016 -0.006 -0.002 0.38
H -3.79371 -1.42377 -4.46668 0.004 0.016 -0.009 0.36
H -2.19706 -0.53479 -2.44724 0.079 0.023 -0.056 0.63
H -2.96465 2.00794 -1.95252 0.025 -0.005 -0.021 0.47
```
Positions in Å, forces in eV/Å.

Computed properties:
LUMO level, eV: -1.912
Charge: 0
HOMO energy, eV: -6.044

Max |F| values (in eV Å⁻¹) by entry order: 7.83; 2.49; 5.14; 1.43.